No. 1
Here is C3H7IO2S in the gas phase in a non-equilibrium geometry from OMol25. Energies are from ωB97M-V/def2-TZVPD.

The frontier orbital gap comes out at 9.272 eV. Its energy relative to the best compared isomer or geometry (same formula, charge and spin) is 17.9 kcal/mol. As for the lowest unoccupied orbital energy: -0.679 eV. As for the highest occupied orbital energy: -10.0 eV. For the total energy, the calculation gives -26253.97473 eV. As for the SMILES: CCCS(=O)(=O)I.

Cartesian coordinates (Å):
C: -0.775 0.735 -1.776
C: -0.520 0.554 -0.296
C: 0.475 -0.549 -0.031
S: 0.620 -0.554 1.735
O: -0.469 -1.345 2.255
O: 0.876 0.770 2.226
I: 2.469 -2.001 2.376
H: 0.267 0.941 -2.165
H: -1.185 -0.157 -2.146
H: -1.315 1.754 -1.872
H: -1.493 0.273 0.045
H: -0.393 1.448 0.256
H: 0.109 -1.621 -0.146
H: 1.334 -0.248 -0.462



No. 2
Here is 2 unconnected molecules or ions with the total composition C3H7IO2S in a non-equilibrium geometry from OMol25. Energies are from ωB97M-V/def2-TZVPD.

The frontier orbital gap (alpha / beta) comes out at 7.155 / 7.273 eV. Its energy relative to the best compared isomer or geometry (same formula, charge and spin) is 46.4 kcal/mol. As for the lowest unoccupied orbital energy (alpha / beta): -1.488 / -1.319 eV. As for the highest occupied orbital energy (alpha / beta): -8.6 / -8.6 eV. For the total energy, the calculation gives -26252.73528 eV.

Cartesian coordinates (Å):
C: 0.039 0.301 0.086
C: 0.582 -3.093 -0.167
C: 1.354 -1.861 -0.590
O: 2.085 3.522 0.293
O: 0.063 -3.875 -0.943
S: 1.406 -0.486 0.702
I: 3.829 0.558 0.160
H: -0.260 1.091 0.793
H: -0.193 0.177 -0.974
H: 2.641 2.794 0.524
H: 0.594 -3.344 0.921
H: 1.195 -1.491 -1.644
H: 2.475 -2.137 -0.736
H: 2.454 4.318 -0.145



No. 3
Here is a molecular structure, C3H7IO4 in a non-equilibrium geometry from OMol25. Energies are from ωB97M-V/def2-TZVPD.

The frontier orbital gap comes out at 9.750 eV. Its energy relative to the best compared isomer or geometry (same formula, charge and spin) is 27.4 kcal/mol. As for the lowest unoccupied orbital energy: 0.325 eV. As for the highest occupied orbital energy: -9.4 eV. For the total energy, the calculation gives -19513.43196 eV.

Cartesian coordinates (Å):
C: 1.051 1.125 -0.217
C: 0.593 -0.325 -0.067
C: -0.932 -0.444 -0.067
O: 1.007 -1.057 -1.185
O: 1.122 -0.931 1.064
O: -1.610 -0.036 -1.123
O: -1.555 0.643 1.378
I: -1.596 -2.338 0.603
H: 2.132 1.120 -0.328
H: 0.765 1.684 0.669
H: 0.618 1.594 -1.097
H: 1.204 -1.959 -0.891
H: 0.743 -0.522 1.852
H: -1.105 0.573 -1.679
H: -2.438 0.873 1.088



No. 4
Here is C3H7IP2 in the gas phase from OMol25. Energies are from ωB97M-V/def2-TZVPD.

The frontier orbital gap comes out at 8.416 eV. As for the lowest unoccupied orbital energy: -0.168 eV. As for the highest occupied orbital energy: -8.6 eV. For the total energy, the calculation gives -29902.51890 eV. As for the SMILES: CC=P#P(C)I.

Cartesian coordinates (Å):
C: 2.036 2.008 -0.074
C: 0.936 1.072 -0.415
P: 0.094 0.186 0.733
P: -1.288 -0.821 -0.639
C: -1.496 -2.388 0.326
I: -3.359 0.305 0.028
H: 1.780 3.019 -0.396
H: 2.233 2.020 0.996
H: 2.949 1.725 -0.601
H: 0.699 0.991 -1.471
H: -2.355 -2.936 -0.058
H: -1.631 -2.191 1.390
H: -0.598 -2.990 0.181



No. 5
Here is a molecular structure, C3H7N in a non-equilibrium geometry from OMol25. Energies are from ωB97M-V/def2-TZVPD.

The frontier orbital gap comes out at 5.672 eV. Its energy relative to the best compared isomer or geometry (same formula, charge and spin) is 133.8 kcal/mol. As for the lowest unoccupied orbital energy: -1.025 eV. As for the highest occupied orbital energy: -6.7 eV. For the total energy, the calculation gives -4708.35572 eV.

Cartesian coordinates (Å):
C: -0.553 1.138 -0.641
C: 0.063 -0.200 -0.703
C: 0.779 -0.612 0.537
N: -0.185 -0.625 1.637
H: -0.299 1.758 0.195
H: -0.650 1.690 -1.594
H: -1.232 0.206 -0.242
H: 1.354 -1.570 0.408
H: 1.611 0.084 0.763
H: -1.028 -1.068 1.245
H: 0.140 -0.801 -1.606



No. 6
Here is C3H7N in the gas phase from OMol25. Energies are from ωB97M-V/def2-TZVPD.

The frontier orbital gap (alpha / beta) comes out at 8.052 / 8.012 eV. Its energy relative to the best compared isomer or geometry (same formula, charge and spin) is 68.2 kcal/mol. As for the lowest unoccupied orbital energy (alpha / beta): 0.845 / 0.828 eV. As for the highest occupied orbital energy (alpha / beta): -7.2 / -7.2 eV. For the total energy, the calculation gives -4711.19749 eV.

Cartesian coordinates (Å):
C: 1.349 0.161 0.223
N: -0.087 0.101 -0.066
C: -1.082 0.383 0.809
C: -0.628 -0.540 -1.109
H: 1.685 -0.808 0.617
H: 1.524 0.925 0.984
H: 1.915 0.396 -0.681
H: -1.815 -0.380 1.021
H: -1.214 1.348 1.269
H: -0.207 -1.460 -1.476
H: -1.493 -0.136 -1.611



No. 7
Here is C3H7N in the gas phase in a non-equilibrium geometry from OMol25. Energies are from ωB97M-V/def2-TZVPD.

The frontier orbital gap comes out at 8.736 eV. Its energy relative to the best compared isomer or geometry (same formula, charge and spin) is 61.4 kcal/mol. As for the lowest unoccupied orbital energy: 0.883 eV. As for the highest occupied orbital energy: -7.9 eV. For the total energy, the calculation gives -4711.49242 eV. As for the SMILES: CC(C)=N.

Cartesian coordinates (Å):
C: -0.412 -1.067 0.752
C: 0.386 -0.140 -0.129
C: -0.060 1.308 -0.326
N: 1.503 -0.556 -0.693
H: -0.400 -2.061 0.320
H: -1.423 -0.736 0.926
H: 0.081 -1.114 1.733
H: 0.494 1.684 -1.163
H: -1.123 1.402 -0.505
H: 0.248 1.864 0.553
H: 0.708 -0.584 -1.468



No. 8
Here is C3H7N in the gas phase in a non-equilibrium geometry from OMol25. Energies are from ωB97M-V/def2-TZVPD.

The frontier orbital gap comes out at 9.724 eV. Its energy relative to the best compared isomer or geometry (same formula, charge and spin) is 27.8 kcal/mol. As for the lowest unoccupied orbital energy: 1.225 eV. As for the highest occupied orbital energy: -8.5 eV. For the total energy, the calculation gives -4712.95125 eV. As for the SMILES: C=CNC.

Cartesian coordinates (Å):
C: 1.720 0.198 -0.822
C: 0.520 0.453 -0.307
N: -0.251 -0.517 0.395
C: -1.698 -0.180 0.549
H: 2.251 -0.689 -0.492
H: 2.236 0.969 -1.381
H: 0.118 1.439 -0.101
H: 0.102 -0.754 1.311
H: -1.764 0.461 1.437
H: -1.857 0.408 -0.361
H: -2.428 -0.976 0.575